The following is a quantum chemistry calculation of the ion C9H20N4P with charge +1, from the Open Molecules 2025 dataset.

Relative energy (zero: lowest compared OMol25 entry of this formula, charge and spin) in kcal/mol: 60.3
Frontier orbital gap (alpha / beta) in eV: 6.5 / 6.5

```
! wB97M-V def2-TZVPD RIJCOSX def2/J DEFGRID3
* xyz 1 1
C -0.459 1.239 2.671
C 0.806 -1.981 -0.287
C -2.007 0.995 -1.881
C -1.272 -0.031 2.444
C 0.262 -1.451 1.056
C -0.591 0.870 0.337
C 0.597 2.872 1.171
C 2.667 -0.895 -1.375
C -0.848 -0.623 -3.117
N 0.168 1.510 1.400
N 1.196 -0.980 -1.232
N -0.941 0.273 -2.010
N -0.878 -0.487 1.064
P 0.562 0.639 -1.185
H -1.119 1.927 3.044
H 0.481 1.069 3.324
H 1.615 -2.645 -0.166
H -0.044 -2.687 -0.647
H -2.967 0.782 -2.449
H -1.925 1.980 -1.343
H -1.017 -0.803 3.019
H -2.314 0.317 2.564
H -0.223 -2.173 1.751
H 1.038 -0.944 1.431
H 1.074 2.726 0.177
H -0.093 3.767 1.218
H 1.380 3.237 1.933
H 3.194 -0.514 -0.535
H 3.033 -2.023 -1.429
H 2.732 -0.285 -2.241
H -0.218 -1.446 -3.040
H -1.758 -1.087 -3.217
H -0.572 -0.133 -3.940
H -1.458 -0.982 0.439
*
```


The following is a quantum chemistry calculation of the molecule C24H26N2O4S, from the Open Molecules 2025 dataset.

SMILES string: COCCNC(=O)c1ccccc1N(Cc1ccccc1)S(=O)(=O)c1ccc(C)cc1
Relative energy (zero: lowest compared OMol25 entry of this formula, charge and spin) in kcal/mol: 32.1
Frontier orbital gap in eV: 9.4

```
! wB97M-V def2-TZVPD RIJCOSX def2/J DEFGRID3
* xyz 0 1
C -3.300 -2.489 2.770
O -3.969 -2.501 1.533
C -3.122 -2.785 0.436
C -3.695 -2.084 -0.796
N -3.648 -0.651 -0.620
C -2.620 0.080 -1.108
O -1.828 -0.352 -1.931
C -2.628 1.515 -0.694
C -3.822 2.227 -0.662
C -3.830 3.585 -0.402
C -2.634 4.247 -0.172
C -1.442 3.548 -0.180
C -1.425 2.180 -0.437
N -0.226 1.450 -0.401
C 0.923 1.869 -1.181
C 2.201 1.954 -0.391
C 3.314 1.223 -0.786
C 4.493 1.290 -0.065
C 4.570 2.086 1.064
C 3.467 2.823 1.461
C 2.292 2.764 0.734
S -0.036 0.351 0.844
O 0.552 0.982 1.993
O -1.319 -0.259 1.072
C 1.109 -0.856 0.204
C 2.253 -1.128 0.929
C 3.148 -2.069 0.452
C 2.904 -2.736 -0.745
C 3.868 -3.763 -1.253
C 1.739 -2.449 -1.451
C 0.835 -1.512 -0.980
H -2.494 -1.747 2.768
H -4.045 -2.226 3.519
H -2.882 -3.476 3.006
H -3.061 -3.871 0.272
H -2.117 -2.390 0.626
H -4.736 -2.386 -0.939
H -3.106 -2.331 -1.681
H -4.085 -0.328 0.231
H -4.748 1.714 -0.877
H -4.762 4.128 -0.387
H -2.631 5.308 0.026
H -0.514 4.064 0.016
H 0.692 2.845 -1.620
H 1.050 1.155 -2.007
H 3.255 0.593 -1.662
H 5.350 0.715 -0.384
H 5.486 2.132 1.634
H 3.521 3.447 2.340
H 1.435 3.334 1.056
H 2.426 -0.588 1.846
H 4.046 -2.285 1.011
H 3.845 -3.815 -2.338
H 3.600 -4.745 -0.863
H 4.881 -3.539 -0.928
H 1.540 -2.962 -2.380
H -0.070 -1.280 -1.520
*
```


The following is a quantum chemistry calculation of a structure of composition C43H61BiFN9O2P2Si, from the Open Molecules 2025 dataset.

Relative energy (zero: lowest compared OMol25 entry of this formula, charge and spin) in kcal/mol: 0.0
Frontier orbital gap in eV: 7.7

```
! wB97M-V def2-TZVPD RIJCOSX def2/J DEFGRID3
* xyz 2 1
Bi 0.247 -0.420 0.288
C -3.217 1.629 -1.010
P -1.471 2.125 -0.727
C -1.080 2.652 -2.461
N -1.132 3.924 -2.760
C -0.996 4.290 -4.057
C -1.037 5.660 -4.410
C -0.950 6.016 -5.723
C -0.820 5.032 -6.737
C -0.771 3.707 -6.423
C -0.851 3.313 -5.066
N -0.764 2.002 -4.736
C -0.840 1.670 -3.472
P -0.547 -0.103 -3.052
C -1.617 -0.930 -4.282
C 1.197 -0.391 -3.682
C 1.647 -1.744 -3.116
C 1.317 -0.429 -5.205
C 2.089 0.715 -3.109
C -1.604 3.685 0.291
C -2.700 4.652 -0.164
C -0.238 4.379 0.288
C -1.946 3.227 1.714
H -3.769 2.426 -1.508
H -3.700 1.395 -0.061
H -3.247 0.737 -1.636
H -1.148 6.394 -3.623
H -0.986 7.060 -6.003
H -0.759 5.346 -7.771
H -0.669 2.940 -7.179
H -1.520 -0.450 -5.255
H -2.656 -0.874 -3.955
H -1.346 -1.983 -4.370
H 1.010 -2.561 -3.461
H 1.657 -1.749 -2.020
H 2.664 -1.959 -3.454
H 0.759 -1.262 -5.635
H 2.368 -0.566 -5.473
H 0.964 0.493 -5.660
H 1.976 0.825 -2.026
H 1.884 1.679 -3.577
H 3.137 0.470 -3.300
H -2.542 5.006 -1.178
H -2.692 5.515 0.506
H -3.691 4.201 -0.092
H -0.003 4.787 -0.693
H 0.561 3.700 0.588
H -0.260 5.205 1.003
H -2.940 2.782 1.765
H -1.949 4.099 2.374
H -1.229 2.512 2.111
C -2.946 -1.528 0.543
Si -2.418 -1.073 2.294
C -2.513 -2.633 3.312
C -3.562 0.205 3.020
N -0.777 -0.417 2.158
C -0.151 0.236 3.235
C -0.416 -0.066 4.575
C 0.186 0.630 5.613
C 1.086 1.655 5.359
C 1.383 1.978 4.042
C 0.768 1.263 3.045
F 1.072 1.588 1.735
H -3.993 -1.242 0.409
H -2.890 -2.610 0.399
H -2.409 -1.049 -0.286
H -3.507 -3.064 3.166
H -2.391 -2.465 4.383
H -1.779 -3.375 2.996
H -4.421 -0.288 3.482
H -3.947 0.880 2.254
H -3.078 0.812 3.787
H -1.110 -0.863 4.805
H -0.058 0.369 6.634
H 1.542 2.206 6.170
H 2.056 2.786 3.783
C -1.175 -3.455 -1.739
C -0.523 -3.727 -0.435
N -0.001 -2.818 0.383
C 0.467 -3.491 1.500
C 0.220 -4.811 1.346
N -0.403 -4.949 0.121
C -0.868 -6.222 -0.443
N -2.219 -6.137 -0.889
N -2.485 -6.190 -2.227
N -3.711 -5.930 -2.425
C -4.312 -5.669 -1.204
C -5.632 -5.330 -0.897
C -5.929 -5.121 0.430
C -4.946 -5.247 1.434
C -3.641 -5.581 1.146
C -3.351 -5.793 -0.204
H -0.991 -2.420 -2.015
H -2.254 -3.605 -1.678
H -0.795 -4.112 -2.522
H 0.930 -2.972 2.321
H 0.425 -5.656 1.979
H -0.751 -6.971 0.339
H -0.268 -6.504 -1.306
H -6.380 -5.251 -1.674
H -6.940 -4.868 0.719
H -5.234 -5.091 2.466
H -2.899 -5.689 1.926
O 3.260 0.212 0.046
C 3.160 -0.465 1.072
O 2.095 -0.988 1.531
C 4.418 -0.713 1.908
N 5.548 -0.025 1.174
C 6.172 0.983 2.105
C 5.023 1.333 3.035
C 4.356 -0.021 3.279
H 4.613 -1.781 1.976
H 5.057 0.435 0.380
H 6.227 -0.675 0.786
H 6.578 1.806 1.524
H 6.978 0.481 2.637
H 4.335 2.025 2.544
H 5.378 1.801 3.950
H 3.326 0.061 3.622
H 4.912 -0.599 4.018
*
```


The following is a quantum chemistry calculation of a structure of composition C5H8Li2O6, from the Open Molecules 2025 dataset.

Relative energy (zero: lowest compared OMol25 entry of this formula, charge and spin) in kcal/mol: 0.0
Frontier orbital gap in eV: 7.9

```
! wB97M-V def2-TZVPD RIJCOSX def2/J DEFGRID3
* xyz 0 1
O -0.294 -0.194 0.572
C 0.997 -0.739 -0.356
O 1.168 -0.153 -1.476
O 1.044 -2.128 -0.341
C 0.151 -2.733 -1.251
H -0.890 -2.452 -1.030
H 0.388 -2.458 -2.290
H 0.261 -3.816 -1.131
C -1.208 0.552 -0.207
H -0.853 1.443 -0.750
H -1.485 0.004 -1.117
C -2.364 1.098 0.600
H -2.852 0.299 1.174
H -1.990 1.973 1.151
H -3.080 1.564 -0.091
Li 1.421 1.644 -1.126
Li 2.446 2.811 2.199
O 2.042 0.948 2.640
O 2.006 -0.387 0.617
O 1.502 1.881 0.733
C 1.590 0.843 1.479
*
```


The following is a quantum chemistry calculation of a structure of composition C5H10N3O, from the Open Molecules 2025 dataset.

Relative energy (zero: lowest compared OMol25 entry of this formula, charge and spin) in kcal/mol: 102.9
Frontier orbital gap (alpha / beta) in eV: 8.9 / 8.9

```
! wB97M-V def2-TZVPD RIJCOSX def2/J DEFGRID3
* xyz 1 1
C 0.818 0.388 -0.025
C 0.142 0.478 1.345
C 2.211 0.824 -0.139
C -1.577 -1.098 1.875
C 0.074 -0.008 -2.308
N -1.574 0.347 -0.029
N -1.200 0.082 1.173
N 0.080 -0.013 -0.897
O 0.603 0.745 2.395
H 2.781 0.033 -0.635
H 2.764 1.265 0.720
H 2.248 1.526 -1.005
H -2.633 -1.402 1.422
H -0.858 -1.907 1.586
H -1.653 -0.962 2.939
H 0.356 -1.074 -2.523
H 0.719 0.771 -2.675
H -0.977 0.131 -2.750
H -2.326 -0.125 -0.469
*
```


The following is a quantum chemistry calculation of the molecule C5H8O2, from the Open Molecules 2025 dataset.

Relative energy (zero: lowest compared OMol25 entry of this formula, charge and spin) in kcal/mol: 97.6
Frontier orbital gap in eV: 8.8

```
! wB97M-V def2-TZVPD RIJCOSX def2/J DEFGRID3
* xyz 0 1
O 1.955 0.366 -0.897
C 1.304 0.248 0.384
C 0.016 1.077 0.368
C -1.069 -0.009 0.441
O -2.349 0.407 0.025
C -0.424 -1.156 -0.349
C 1.006 -1.213 0.099
H 2.724 -0.226 -0.868
H 1.988 0.473 1.210
H -0.049 1.802 1.184
H -0.068 1.621 -0.579
H -2.572 -0.053 -0.792
H -0.938 -2.121 -0.298
H -0.364 -0.879 -1.416
H -1.160 -0.336 1.488
*
```


The following is a quantum chemistry calculation of the molecule C5H10OS, from the Open Molecules 2025 dataset.

SMILES string: CSCCCC=O
Relative energy (zero: lowest compared OMol25 entry of this formula, charge and spin) in kcal/mol: 11.3
Frontier orbital gap in eV: 9.5

```
! wB97M-V def2-TZVPD RIJCOSX def2/J DEFGRID3
* xyz 0 1
C 0.376 -1.873 1.347
S 1.213 -1.441 -0.242
C 1.383 0.375 -0.046
C 0.547 1.090 -1.135
C -0.947 0.842 -0.928
C -1.555 1.583 0.254
O -2.408 1.081 0.942
H 1.124 -1.855 2.135
H -0.438 -1.187 1.558
H 0.041 -2.897 1.252
H 2.447 0.576 -0.143
H 1.033 0.688 0.936
H 0.836 0.699 -2.110
H 0.796 2.154 -1.164
H -1.477 1.219 -1.810
H -1.201 -0.206 -0.810
H -1.227 2.617 0.473
*
```


The following is a quantum chemistry calculation of a structure of composition C26H33FeO5, from the Open Molecules 2025 dataset.

Relative energy (zero: lowest compared OMol25 entry of this formula, charge and spin) in kcal/mol: 0.0
Frontier orbital gap (alpha / beta) in eV: 8.2 / 6.2

```
! wB97M-V def2-TZVPD RIJCOSX def2/J DEFGRID3
* xyz 0 6
O 1.070 0.004 -4.997
C -0.318 -0.444 -4.888
C -0.028 -1.942 -5.086
H -1.000 -0.060 -5.659
H -0.658 -0.093 -3.896
C 1.473 -1.426 -5.098
H -0.322 -2.364 -6.064
H -0.325 -2.585 -4.230
C 2.333 -1.463 -6.393
H 1.856 -0.903 -7.212
H 2.540 -2.489 -6.713
H 3.246 -0.897 -6.187
C 2.248 -1.997 -3.939
H 1.691 -1.980 -2.996
H 3.218 -1.510 -3.834
H 2.423 -3.059 -4.186
Fe -0.893 1.150 -0.446
C -1.447 -1.236 0.335
C -2.593 -0.466 0.662
C -3.084 0.141 -0.531
H -3.058 -0.418 1.641
C -2.209 -0.233 -1.616
C -1.157 -1.053 -1.045
H -0.346 -1.522 -1.586
H -0.937 -1.903 1.016
H -4.016 0.695 -0.622
H -2.374 -0.049 -2.677
C 1.281 0.740 1.575
C 1.465 -0.265 0.602
C 1.453 0.344 -0.692
H 1.681 -1.304 0.825
C 1.282 1.764 -0.513
C 1.117 1.981 0.906
H 1.014 2.948 1.383
H 1.367 0.627 2.656
H 1.714 -0.141 -1.629
H 1.341 2.523 -1.289
O -1.027 2.791 -3.759
C -0.407 2.658 -5.100
C -0.904 3.716 -6.094
H -0.556 1.659 -5.513
H 0.687 2.672 -4.962
C -1.868 4.587 -5.274
H -1.352 3.301 -7.001
H -0.060 4.334 -6.399
C -1.754 4.054 -3.845
H -2.896 4.556 -5.655
H -1.553 5.636 -5.292
H -2.717 3.905 -3.358
H -1.247 4.788 -3.201
O -1.013 -0.111 3.492
C -0.911 1.089 4.173
C -0.224 1.156 5.404
C -0.020 2.385 5.998
C -0.515 3.546 5.379
C -1.171 3.467 4.140
C -1.428 2.227 3.551
C -2.033 2.154 2.163
O -3.275 2.107 2.078
O -1.257 2.249 1.132
H -0.912 -0.847 4.120
H 0.197 0.258 5.837
H 0.603 2.486 6.879
H -0.413 4.532 5.856
H -1.524 4.343 3.585
*
```


The following is a quantum chemistry calculation of the molecule C27H30N8O4S2, from the Open Molecules 2025 dataset.

SMILES string: COc1ccc(NC(=O)CSc2nc3ccc(Nc4nc(N5CCOCC5)nc(N5CCOCC5)n4)cc3s2)cc1
Relative energy (zero: lowest compared OMol25 entry of this formula, charge and spin) in kcal/mol: 0.0
Frontier orbital gap in eV: 8.2

```
! wB97M-V def2-TZVPD RIJCOSX def2/J DEFGRID3
* xyz 0 1
C -4.210 1.707 5.366
O -3.562 2.822 5.925
C -2.403 3.256 5.352
C -1.796 2.680 4.242
C -0.619 3.210 3.746
C -0.025 4.318 4.342
N 1.159 4.800 3.775
C 1.972 5.781 4.221
O 1.804 6.470 5.203
C 3.189 5.980 3.313
S 4.448 4.669 3.499
C 3.844 3.451 2.431
N 2.702 3.485 1.839
C 2.493 2.377 1.067
C 1.358 2.109 0.307
C 1.287 0.936 -0.407
C 2.334 0.004 -0.384
N 2.291 -1.176 -1.100
C 1.275 -1.778 -1.782
N 1.647 -2.898 -2.399
C 0.679 -3.508 -3.093
N 1.012 -4.602 -3.799
C 0.019 -5.440 -4.427
C -0.091 -6.757 -3.649
O 1.162 -7.394 -3.546
C 2.105 -6.571 -2.895
C 2.295 -5.247 -3.646
N -0.584 -3.082 -3.165
C -0.849 -1.969 -2.482
N -2.126 -1.546 -2.450
C -2.507 -0.282 -1.865
C -2.816 0.716 -2.987
O -3.811 0.211 -3.850
C -3.417 -1.012 -4.432
C -3.120 -2.068 -3.359
N 0.054 -1.264 -1.784
C 3.483 0.268 0.363
C 3.550 1.444 1.081
S 4.836 2.026 2.107
C -0.631 4.894 5.457
C -1.803 4.366 5.951
H -5.097 1.544 5.977
H -3.578 0.813 5.403
H -4.514 1.894 4.331
H -2.225 1.820 3.753
H -0.151 2.752 2.886
H 1.479 4.293 2.945
H 3.698 6.898 3.604
H 2.908 6.011 2.261
H 0.552 2.826 0.280
H 0.423 0.708 -1.005
H 3.143 -1.721 -1.124
H -0.932 -4.909 -4.431
H 0.338 -5.649 -5.454
H -0.748 -7.460 -4.163
H -0.492 -6.550 -2.644
H 3.035 -7.139 -2.865
H 1.772 -6.359 -1.868
H 2.956 -4.578 -3.098
H 2.704 -5.449 -4.642
H -1.697 0.073 -1.232
H -3.408 -0.440 -1.263
H -3.210 1.650 -2.583
H -1.895 0.922 -3.554
H -4.245 -1.326 -5.069
H -2.517 -0.862 -5.048
H -2.736 -2.982 -3.809
H -4.033 -2.282 -2.793
H 4.302 -0.435 0.383
H -0.177 5.749 5.928
H -2.282 4.802 6.812
*
```


The following is a quantum chemistry calculation of a structure of composition C9H13BN2Tc, from the Open Molecules 2025 dataset.

Frontier orbital gap (alpha / beta) in eV: 8.0 / 7.1

```
! wB97M-V def2-TZVPD RIJCOSX def2/J DEFGRID3
* xyz 0 4
C 0.897 -1.179 -1.916
C -0.505 -1.135 -2.188
C -1.182 -1.859 -1.160
C -0.202 -2.317 -0.219
C 1.087 -1.914 -0.693
Tc 0.009 -0.070 -0.259
C -1.548 1.578 -1.030
C -0.367 1.928 -1.620
C 0.508 2.574 -2.394
N 1.392 0.949 0.019
H -2.259 -2.035 -1.098
H -0.963 -0.701 -3.083
H -0.392 -2.969 0.639
H 2.050 -2.222 -0.281
H 1.690 -0.835 -2.586
H -2.272 0.953 -1.588
H 2.204 1.569 0.218
H -1.937 2.102 -0.134
H 0.286 3.378 -3.116
H 1.561 2.257 -2.339
B 0.003 0.003 4.592
C 0.008 0.001 3.105
N -0.068 -0.056 1.927
H 1.001 -0.578 5.068
H -1.001 -0.578 5.068
H 0.000 1.156 5.068
*
```


The following is a quantum chemistry calculation of a cluster of 2 separate species, C4H14N2O2 in total, from the Open Molecules 2025 dataset.

SMILES string: C[C@H](CO)NCN.O
Relative energy (zero: lowest compared OMol25 entry of this formula, charge and spin) in kcal/mol: 28.6
Frontier orbital gap in eV: 9.5

```
! wB97M-V def2-TZVPD RIJCOSX def2/J DEFGRID3
* xyz 0 1
C -0.487 1.468 0.544
C -0.005 0.183 -0.116
C -1.176 -0.591 -0.763
O -0.617 -1.192 -1.980
N 0.620 -0.744 0.826
C 2.066 -0.611 1.022
N 2.666 -1.856 1.498
H 0.347 2.008 0.983
H -1.085 1.202 1.417
H -1.108 2.097 -0.075
H 0.681 0.364 -0.935
H -1.585 -1.429 -0.202
H -1.994 0.021 -1.145
H -0.492 -2.134 -1.826
H 0.154 -0.791 1.722
H 2.340 0.160 1.755
H 2.472 -0.312 0.071
H 2.520 -1.912 2.494
H 2.101 -2.614 1.123
O -2.732 1.892 -2.107
H -1.866 1.996 -2.538
H -2.821 2.795 -1.769
*
```